Entry 1:
Below is an isolated ion of composition C6H7Cl2O2 and charge -1 in a non-equilibrium geometry, with properties calculated with ωB97M-V/def2-TZVPD.

Calculated values
largest force on an atom	0.0680	hartree/bohr
molecular weight	182.03	g mol⁻¹
E_HOMO (spin up / spin down)	-0.137 / -0.158	Ha
Kohn-Sham gap (spin up / spin down)	7.00 / 7.69	eV

ORCA input file:
```
! wB97M-V def2-TZVPD RIJCOSX def2/J DEFGRID3
* xyz -1 1
Cl 1.00 -2.33 -0.65
Cl 0.48 2.31 -1.66
O 2.05 -1.50 1.84
O 2.60 0.60 1.15
C -0.34 0.11 -0.24
C -0.05 0.67 -1.60
C 0.96 -0.69 -0.03
C -1.56 -0.83 -0.30
C 2.03 -0.50 1.13
C -0.41 1.14 0.88
H -1.93 -1.51 0.38
H -1.58 -1.37 -1.24
H -0.63 2.03 0.37
H -2.50 -0.30 -0.44
H -1.18 0.89 1.56
H 0.63 1.23 1.29
H 0.43 0.07 -2.42
*
```

***

Entry 2:
Below is a 2-piece molecular cluster, C6H7Cl2PS overall in a non-equilibrium geometry, with properties calculated with ωB97M-V/def2-TZVPD.

Calculated values
largest force on an atom	0.1509	hartree/bohr
molecular weight	213.07	g mol⁻¹
E_HOMO (spin up / spin down)	-0.220 / -0.334	Ha
Kohn-Sham gap (spin up / spin down)	6.58 / 6.71	eV

ORCA input file:
```
! wB97M-V def2-TZVPD RIJCOSX def2/J DEFGRID3
* xyz 0 3
Cl 0.66 -1.80 1.70
Cl -0.03 2.17 0.42
S -2.58 -0.51 -0.74
P 1.94 1.97 0.80
C -1.05 -1.00 -0.32
C 2.49 1.08 -0.45
C 1.85 0.54 -1.58
C -0.85 -1.26 0.97
C -2.93 -0.34 0.87
C -1.88 -0.73 1.73
H 0.73 0.63 -1.65
H 2.16 0.84 -2.51
H -0.30 -1.21 -1.00
H 2.05 -0.49 -1.52
H -1.95 -0.61 2.78
H -3.94 -0.06 1.08
H 3.63 0.78 -0.55
*
```